Record 1
{"formula": "C33H42AsAuNO7PS", "method": "ωB97M-V with the def2-TZVPD basis set", "energy_ev": -135381.7037, "e_above_lowest_kcal_mol": 0.0, "largest_force_ev_per_a": 3.3, "total_charge": -2, "elements": ["Au", "O", "As", "O", "O", "C", "C", "C", "C", "C", "C", "S", "O", "O", "O", "H", "H", "H", "H", "H", "O", "P", "C", "C", "C", "C", "C", "C", "C", "C", "C", "C", "C", "C", "C", "C", "C", "C", "C", "C", "H", "H", "H", "H", "H", "H", "H", "H", "H", "H", "H", "H", "H", "H", "H", "H", "H", "H", "H", "H", "H", "H", "H", "H", "H", "H", "H", "H", "H", "H", "H", "H", "H", "N", "C", "C", "C", "C", "C", "C", "C", "C", "C", "H", "H", "H", "H"], "coordinates": [[1.656, -2.365, -1.528], [1.182, -6.140, 1.134], [1.505, -4.377, 1.068], [3.030, -4.013, 1.403], [0.860, -3.878, -0.343], [0.604, -3.600, 2.583], [1.374, -2.644, 3.246], [0.873, -1.903, 4.300], [-0.428, -2.236, 4.733], [-1.136, -3.228, 4.103], [-0.648, -3.943, 3.047], [-1.801, -5.124, 2.258], [-1.332, -5.332, 0.885], [-1.865, -6.395, 2.974], [-3.040, -4.358, 2.363], [0.203, -6.121, 0.946], [2.414, -2.512, 2.897], [1.472, -1.213, 4.826], [-0.920, -1.835, 5.611], [-2.141, -3.494, 4.466], [1.055, -0.234, 1.343], [-0.321, 0.339, 1.277], [-1.638, -0.876, 1.433], [-3.002, -0.607, 2.021], [-4.088, 0.024, 1.187], [-4.293, -0.832, -0.044], [-2.920, -1.149, -0.790], [-1.839, -1.690, 0.149], [-0.324, 1.253, -0.375], [-1.343, 2.313, -0.540], [-1.352, 2.832, -2.011], [0.098, 3.194, -2.422], [1.034, 1.993, -2.316], [1.078, 1.643, -0.865], [-0.471, 1.384, 2.844], [-1.347, 2.640, 2.929], [-0.671, 3.894, 2.430], [0.690, 4.087, 3.154], [1.533, 2.796, 3.043], [0.813, 1.604, 3.628], [-1.166, -1.554, 2.176], [-2.815, 0.017, 2.940], [-3.416, -1.546, 2.286], [-3.817, 1.005, 0.876], [-5.042, 0.136, 1.716], [-4.968, -0.249, -0.767], [-4.804, -1.737, 0.319], [-2.595, -0.277, -1.351], [-3.169, -1.910, -1.556], [-0.930, -1.836, -0.406], [-2.189, -2.692, 0.482], [-0.563, 0.414, -1.035], [-1.169, 3.184, 0.073], [-2.308, 1.894, -0.291], [-2.124, 3.662, -2.118], [-1.589, 2.023, -2.707], [0.541, 4.005, -1.774], [0.024, 3.533, -3.452], [2.024, 2.271, -2.731], [0.766, 1.110, -2.945], [1.556, 2.481, -0.328], [1.833, 0.812, -0.630], [-1.053, 0.636, 3.352], [-1.669, 2.881, 3.977], [-2.273, 2.459, 2.396], [-1.343, 4.764, 2.588], [-0.398, 3.858, 1.375], [0.571, 4.492, 4.148], [1.239, 4.928, 2.616], [2.490, 3.003, 3.561], [1.663, 2.565, 1.979], [0.560, 1.874, 4.629], [1.352, 0.698, 3.682], [4.361, 1.572, -10.132], [4.247, 1.249, -9.046], [3.944, 0.698, -7.706], [2.607, 0.278, -7.410], [2.294, -0.111, -6.166], [3.287, -0.172, -5.126], [4.605, 0.197, -5.455], [4.958, 0.551, -6.730], [2.919, -0.541, -3.793], [2.467, -1.128, -2.822], [1.821, 0.216, -8.174], [1.310, -0.410, -5.850], [5.402, 0.120, -4.723], [6.007, 0.679, -6.993]]}

Record 2
{"formula": "C33H42BNO6SnTe", "method": "ωB97M-V with the def2-TZVPD basis set", "energy_ev": -62483.5702, "multiplicity": 2, "e_above_lowest_kcal_mol": 8.2, "largest_force_ev_per_a": 0.4, "total_charge": -1, "elements": ["Sn", "O", "C", "C", "C", "C", "C", "C", "C", "O", "O", "H", "H", "H", "H", "H", "C", "C", "C", "O", "B", "O", "C", "C", "C", "H", "H", "H", "H", "H", "H", "H", "H", "H", "H", "H", "H", "C", "C", "O", "N", "Te", "C", "C", "C", "C", "C", "C", "C", "C", "C", "C", "C", "C", "C", "C", "C", "C", "C", "C", "H", "H", "H", "H", "H", "H", "H", "H", "H", "H", "H", "H", "H", "H", "H", "H", "H", "H", "H", "H", "H", "H", "H", "H", "H"], "coordinates": [[0.865, -0.573, 3.192], [-2.820, -5.216, 2.601], [-3.170, -3.959, 2.920], [-4.487, -3.718, 3.321], [-4.884, -2.443, 3.671], [-3.983, -1.384, 3.635], [-2.685, -1.621, 3.226], [-2.257, -2.893, 2.852], [-0.860, -3.146, 2.378], [-0.489, -4.315, 2.201], [-0.107, -2.134, 2.136], [-1.849, -5.160, 2.376], [-5.172, -4.555, 3.348], [-5.909, -2.272, 3.979], [-4.292, -0.386, 3.915], [-1.981, -0.800, 3.187], [5.271, -1.992, 0.503], [5.030, -0.828, 1.459], [6.259, -0.598, 2.322], [3.941, -1.214, 2.320], [2.773, -0.593, 1.891], [3.057, 0.295, 0.870], [4.482, 0.451, 0.760], [4.838, 0.578, -0.713], [4.834, 1.743, 1.489], [5.461, -2.890, 1.092], [6.129, -1.814, -0.147], [4.394, -2.178, -0.116], [6.589, -1.545, 2.749], [6.043, 0.085, 3.140], [7.081, -0.187, 1.730], [4.420, -0.242, -1.292], [5.921, 0.599, -0.857], [4.422, 1.507, -1.101], [4.545, 1.694, 2.539], [4.278, 2.559, 1.029], [5.900, 1.966, 1.432], [0.720, 2.621, 3.279], [-0.237, 2.113, 2.195], [-1.013, 2.946, 1.700], [-0.130, 0.830, 1.859], [-1.591, 0.209, 0.232], [-3.096, 0.811, -1.268], [-3.870, 1.955, -1.101], [-3.656, 2.957, 0.000], [-4.897, 2.219, -2.012], [-5.171, 1.378, -3.073], [-6.282, 1.672, -4.042], [-4.392, 0.234, -3.216], [-3.365, -0.068, -2.332], [-2.590, -1.338, -2.550], [-0.005, 0.333, -1.174], [0.761, -0.806, -1.430], [0.551, -2.144, -0.781], [1.794, -0.722, -2.366], [2.078, 0.448, -3.043], [3.192, 0.516, -4.049], [1.297, 1.565, -2.771], [0.255, 1.532, -1.855], [-0.559, 2.778, -1.651], [0.724, 3.709, 3.258], [1.739, 2.251, 3.139], [0.382, 2.281, 4.260], [-2.859, 2.687, 0.688], [-4.581, 3.096, 0.564], [-3.387, 3.927, -0.425], [-5.491, 3.118, -1.879], [-6.751, 2.631, -3.823], [-7.055, 0.903, -4.000], [-5.913, 1.705, -5.069], [-4.594, -0.448, -4.036], [-2.997, -1.886, -3.400], [-2.633, -1.988, -1.673], [-1.538, -1.135, -2.746], [-0.409, -2.245, -0.286], [1.309, -2.321, -0.015], [0.639, -2.935, -1.529], [2.384, -1.611, -2.565], [3.687, -0.449, -4.152], [3.947, 1.249, -3.755], [2.822, 0.812, -5.033], [1.497, 2.494, -3.295], [-0.027, 3.636, -2.062], [-0.752, 2.961, -0.594], [-1.522, 2.701, -2.162]]}

Record 3
{"formula": "C33H42CdN8O2S2Te", "method": "ωB97M-V with the def2-TZVPD basis set", "energy_ev": -84446.7307, "e_above_lowest_kcal_mol": 0.0, "largest_force_ev_per_a": 0.5, "elements": ["Cd", "C", "C", "N", "C", "C", "S", "C", "C", "N", "H", "H", "H", "H", "H", "H", "H", "H", "H", "H", "H", "H", "H", "H", "C", "O", "C", "C", "C", "C", "C", "C", "N", "N", "C", "C", "C", "C", "O", "C", "N", "C", "C", "C", "C", "H", "H", "H", "H", "H", "H", "H", "H", "H", "H", "H", "H", "C", "C", "N", "C", "N", "C", "C", "C", "N", "C", "H", "H", "H", "H", "H", "H", "H", "H", "H", "H", "H", "H", "H", "Te", "C", "C", "C", "C", "S", "H", "H", "H"], "coordinates": [[0.259, 0.757, -0.533], [-2.676, 2.573, -0.479], [-2.452, 2.752, -1.979], [-1.254, 2.051, -2.417], [-0.578, 2.619, -3.566], [0.005, 4.005, -3.281], [0.845, 4.168, -1.682], [-0.434, 4.968, -0.660], [-1.079, 4.197, 0.504], [-1.459, 2.807, 0.287], [-3.504, 3.224, -0.160], [-2.967, 1.536, -0.305], [-3.353, 2.416, -2.507], [-2.336, 3.810, -2.211], [-1.475, 1.073, -2.570], [0.238, 1.942, -3.823], [-1.231, 2.706, -4.449], [0.751, 4.239, -4.042], [-0.754, 4.786, -3.344], [0.043, 5.846, -0.222], [-1.191, 5.345, -1.346], [-0.384, 4.207, 1.345], [-1.952, 4.798, 0.808], [-1.539, 2.363, 1.193], [-3.504, 0.542, 6.034], [-3.048, -0.763, 6.337], [-3.223, -1.723, 5.391], [-3.847, -1.514, 4.164], [-3.945, -2.557, 3.253], [-3.432, -3.809, 3.556], [-2.874, -4.026, 4.811], [-2.747, -2.992, 5.715], [-3.565, -4.964, 2.702], [-3.357, -4.929, 1.480], [-2.790, -3.791, 0.815], [-3.456, -3.350, -0.299], [-3.090, -2.180, -0.977], [-1.994, -1.428, -0.575], [-1.651, -0.312, -1.132], [-1.200, -1.969, 0.510], [-0.067, -1.288, 0.820], [0.705, -1.724, 1.786], [0.434, -2.913, 2.487], [-0.692, -3.620, 2.182], [-1.583, -3.139, 1.195], [-3.272, 1.152, 6.902], [-4.583, 0.556, 5.859], [-2.988, 0.947, 5.159], [-4.252, -0.548, 3.900], [-4.422, -2.382, 2.298], [-2.524, -5.020, 5.061], [-2.290, -3.144, 6.683], [-4.331, -3.907, -0.613], [-3.668, -1.830, -1.823], [1.585, -1.135, 2.012], [1.123, -3.255, 3.247], [-0.902, -4.552, 2.687], [4.942, 1.504, -3.628], [4.574, 1.732, -2.176], [3.199, 1.329, -1.975], [2.577, 0.344, -2.673], [1.313, 0.101, -2.433], [0.674, -0.911, -3.265], [1.614, -2.089, -3.451], [2.851, -1.594, -4.168], [3.304, -0.319, -3.617], [4.669, 0.053, -3.963], [5.992, 1.736, -3.809], [4.332, 2.150, -4.263], [4.664, 2.781, -1.897], [5.246, 1.162, -1.524], [2.604, 1.902, -1.388], [0.415, -0.490, -4.248], [-0.255, -1.212, -2.784], [1.153, -2.896, -4.020], [1.878, -2.478, -2.464], [2.643, -1.460, -5.235], [3.672, -2.313, -4.083], [4.800, -0.129, -5.033], [5.377, -0.598, -3.434], [1.685, 2.116, 1.351], [3.121, 0.697, 1.956], [3.728, -0.300, 1.241], [4.651, -1.066, 2.010], [4.738, -0.640, 3.298], [3.687, 0.684, 3.576], [3.505, -0.491, 0.203], [5.220, -1.898, 1.617], [5.353, -1.030, 4.092]]}

Record 4
{"formula": "C33H42Li2O17S", "method": "ωB97M-V with the def2-TZVPD basis set", "energy_ev": -80947.2800, "e_above_lowest_kcal_mol": 75.0, "largest_force_ev_per_a": 13.2, "elements": ["Li", "Li", "S", "O", "O", "O", "O", "C", "O", "H", "H", "H", "H", "C", "O", "H", "H", "H", "H", "C", "O", "H", "H", "H", "H", "C", "C", "C", "C", "C", "C", "O", "O", "H", "H", "H", "H", "H", "H", "C", "C", "C", "C", "C", "C", "O", "O", "H", "H", "H", "H", "H", "H", "C", "C", "C", "C", "C", "C", "O", "O", "H", "H", "H", "H", "H", "H", "C", "C", "C", "C", "C", "C", "O", "O", "H", "H", "H", "H", "H", "H", "C", "C", "C", "C", "C", "C", "O", "O", "H", "H", "H", "H", "H", "H"], "coordinates": [[44.340, 30.922, 40.864], [40.408, 28.440, 38.182], [43.069, 28.154, 39.982], [43.663, 29.421, 40.201], [42.077, 28.365, 38.989], [44.068, 27.252, 39.438], [42.370, 27.684, 41.118], [42.634, 32.896, 42.554], [43.167, 31.715, 42.352], [43.221, 33.732, 42.193], [42.582, 33.184, 43.566], [41.647, 33.190, 42.391], [42.640, 30.964, 42.459], [43.583, 25.432, 43.258], [43.767, 26.816, 43.309], [43.478, 25.073, 44.224], [44.385, 24.995, 42.646], [42.806, 25.088, 42.912], [43.503, 27.081, 42.356], [43.427, 32.799, 38.107], [43.390, 31.791, 39.138], [43.258, 33.791, 38.453], [42.872, 32.356, 37.159], [44.495, 32.702, 37.686], [43.328, 30.975, 38.665], [48.780, 28.226, 39.856], [49.470, 28.754, 40.922], [48.798, 28.987, 42.166], [47.437, 28.797, 42.324], [46.698, 28.283, 41.240], [47.466, 27.994, 40.008], [46.689, 27.475, 38.935], [49.549, 29.498, 43.274], [49.174, 27.834, 38.904], [50.587, 29.050, 40.980], [46.993, 28.955, 43.400], [45.775, 28.034, 41.431], [45.672, 27.338, 39.071], [49.072, 29.556, 44.007], [45.859, 23.038, 40.109], [45.117, 24.174, 39.784], [44.222, 24.011, 38.739], [43.982, 22.902, 38.027], [44.804, 21.739, 38.371], [45.746, 21.794, 39.421], [46.441, 20.800, 39.791], [43.525, 25.069, 38.355], [46.743, 23.125, 41.009], [45.163, 25.095, 40.532], [43.110, 22.679, 37.285], [44.681, 21.003, 37.515], [46.364, 19.988, 39.446], [43.834, 25.929, 38.479], [38.972, 31.256, 44.209], [40.343, 30.640, 44.103], [40.607, 29.959, 42.923], [39.794, 30.040, 41.809], [38.528, 30.654, 41.890], [38.078, 31.149, 43.130], [36.846, 31.530, 43.250], [41.719, 29.248, 42.989], [38.540, 31.861, 45.056], [41.062, 30.590, 44.962], [40.117, 29.622, 40.759], [38.000, 30.694, 40.964], [36.304, 31.608, 42.436], [41.737, 28.437, 42.538], [38.471, 22.806, 41.112], [38.503, 24.183, 41.447], [39.673, 24.900, 41.129], [40.806, 24.362, 40.485], [40.643, 22.971, 40.084], [39.563, 22.263, 40.447], [39.498, 20.886, 40.221], [39.840, 26.173, 41.660], [37.568, 22.290, 41.284], [37.598, 24.662, 41.875], [41.668, 25.085, 40.125], [41.489, 22.633, 39.510], [38.888, 20.415, 40.815], [40.585, 26.604, 41.355], [43.397, 30.697, 35.055], [44.515, 31.449, 34.640], [45.801, 31.045, 35.213], [45.894, 30.180, 36.192], [44.672, 29.556, 36.723], [43.479, 29.738, 36.108], [42.402, 29.136, 36.481], [46.890, 31.569, 34.683], [42.495, 31.233, 34.429], [44.332, 32.185, 33.822], [46.925, 29.889, 36.690], [44.878, 28.823, 37.605], [42.447, 28.804, 37.533], [47.493, 31.477, 35.220]]}

Record 5
{"formula": "C33H42LuN4Si", "method": "ωB97M-V with the def2-TZVPD basis set", "energy_ev": -82357.0125, "e_above_lowest_kcal_mol": 4.9, "largest_force_ev_per_a": 2.3, "total_charge": 1, "elements": ["Lu", "C", "C", "N", "C", "C", "N", "C", "C", "N", "H", "H", "H", "H", "H", "H", "H", "H", "H", "H", "H", "H", "H", "H", "H", "C", "N", "C", "C", "C", "C", "C", "C", "C", "C", "H", "H", "H", "H", "H", "H", "H", "H", "H", "H", "H", "H", "C", "C", "C", "C", "C", "C", "Si", "C", "C", "C", "C", "C", "C", "C", "C", "C", "C", "C", "C", "H", "H", "H", "H", "H", "H", "H", "H", "H", "H", "H", "H", "H", "H", "H"], "coordinates": [[-0.339, -0.156, -0.512], [1.161, 0.149, 2.507], [1.849, 1.359, 1.878], [1.486, 1.506, 0.453], [0.991, 2.852, 0.086], [-0.359, 3.179, 0.723], [-1.352, 2.091, 0.569], [-2.050, 1.777, 1.830], [-1.092, 1.129, 2.835], [-0.270, 0.100, 2.182], [1.612, -0.768, 2.116], [1.337, 0.168, 3.588], [1.579, 2.266, 2.420], [2.926, 1.235, 1.995], [2.323, 1.366, -0.103], [1.706, 3.629, 0.374], [0.886, 2.869, -0.998], [-0.219, 3.379, 1.785], [-0.723, 4.103, 0.274], [-2.051, 2.398, -0.099], [-2.491, 2.673, 2.277], [-2.860, 1.081, 1.599], [-0.453, 1.887, 3.290], [-1.683, 0.697, 3.645], [-0.613, -0.804, 2.498], [2.726, -1.863, -1.481], [1.622, -1.128, -2.108], [0.952, -2.008, -3.084], [2.140, 0.059, -2.817], [1.037, 1.001, -3.266], [1.259, 1.762, -4.407], [0.323, 2.698, -4.823], [-0.846, 2.849, -4.094], [-1.065, 2.059, -2.974], [-0.141, 1.109, -2.504], [3.407, -2.276, -2.233], [2.327, -2.687, -0.891], [3.297, -1.206, -0.824], [1.671, -2.388, -3.818], [0.179, -1.451, -3.612], [0.495, -2.854, -2.573], [2.740, -0.253, -3.681], [2.818, 0.587, -2.137], [2.171, 1.623, -4.979], [0.497, 3.288, -5.712], [-1.591, 3.575, -4.398], [-2.014, 2.182, -2.452], [-0.943, -6.888, -1.709], [-2.219, -6.390, -1.494], [-2.397, -5.120, -0.962], [-1.304, -4.321, -0.622], [-0.029, -4.850, -0.835], [0.159, -6.114, -1.374], [-1.504, -2.592, 0.168], [-1.462, -2.973, 2.056], [-0.586, -3.922, 2.585], [-0.507, -4.153, 3.952], [-1.312, -3.439, 4.829], [-2.205, -2.502, 4.328], [-2.273, -2.273, 2.960], [-3.335, -2.112, -0.138], [-4.400, -2.678, 0.568], [-5.714, -2.349, 0.270], [-5.995, -1.444, -0.746], [-4.956, -0.861, -1.454], [-3.643, -1.192, -1.143], [-0.806, -7.873, -2.135], [-3.083, -6.996, -1.735], [-3.402, -4.743, -0.817], [0.843, -4.269, -0.548], [1.160, -6.495, -1.532], [0.032, -4.505, 1.910], [0.179, -4.899, 4.333], [-1.257, -3.626, 5.893], [-2.859, -1.963, 5.003], [-2.999, -1.558, 2.582], [-4.195, -3.390, 1.360], [-6.523, -2.799, 0.833], [-7.020, -1.203, -0.994], [-5.169, -0.160, -2.251], [-2.839, -0.744, -1.734]]}